DFT (the ωB97M-V functional and the def2-TZVPD basis) results for 2 unconnected molecules or ions with the total composition C6H16OSSi.

```
! RIJCOSX wB97M-V def2-TZVPD def2/J DEFGRID3
* xyz 0 1
C 0.718 -1.930 1.653
C -0.107 -1.198 -1.991
C 1.267 3.154 -0.286
C 1.089 -0.456 1.758
C 0.926 -0.187 -1.499
C -2.783 -0.208 0.790
O 1.217 2.000 0.495
Si 0.552 0.537 0.232
S -3.905 0.701 -0.195
H -0.356 -2.041 1.536
H 1.207 -2.397 0.801
H 1.021 -2.467 2.551
H -1.078 -0.724 -2.097
H 0.186 -1.609 -2.955
H -0.209 -2.017 -1.285
H 1.826 3.909 0.268
H 0.260 3.529 -0.487
H 1.770 2.963 -1.238
H 2.169 -0.360 1.895
H 0.622 -0.035 2.648
H 1.004 0.622 -2.229
H 1.907 -0.673 -1.468
H -2.804 -1.272 0.621
H -2.825 0.107 1.819
H -3.677 0.054 -1.338
*
```

Calculated values
Gap between HOMO and LUMO (spin up / spin down), eV: 6.69 / 7.67
Energy relative to the best compared isomer or geometry (same formula, charge and spin), eV: 0.000
Energy, eV: -27239.681
F_max, eV Å⁻¹: 1.3